The following is a quantum chemistry calculation of an isolated molecule of C7H14N2O3S, from the Open Molecules 2025 dataset.

```
! RIJCOSX wB97M-V def2-TZVPD def2/J DEFGRID3
* xyz 0 1
S 0.15 1.64 2.62
O 0.23 0.30 -2.08
O 0.96 -0.53 -4.07
O -0.13 3.02 2.18
N -0.50 -0.10 -0.89
N -0.73 -1.55 -3.15
C -1.04 -2.50 -4.19
C -1.17 -0.73 1.99
C -0.92 0.68 1.46
C -0.15 0.66 0.12
C -0.66 1.53 4.25
C 0.19 -0.54 -3.16
C -2.31 1.36 1.30
H -1.63 -0.69 2.98
H -1.88 -3.14 -3.89
H -1.74 1.55 4.18
H -2.24 2.28 0.70
H -1.88 -1.31 1.38
H -0.39 0.56 4.74
H -2.72 1.60 2.29
H -0.16 -3.12 -4.40
H -0.23 -1.27 2.06
H -1.26 -1.55 -2.29
H -2.99 0.73 0.79
H -0.36 2.36 4.86
H -1.35 -1.97 -5.09
H 0.60 1.40 -0.05
*
```

Computed properties:
- Kohn-Sham gap (hartree) = 0.3603
- relative energy (zero: lowest compared OMol25 entry of this formula, charge and spin) (eV) = 3.291
- HOMO level (hartree) = -0.3427

These are the natural (NBO) partial charges, in e, on atoms 1 to 2: number 1, S, carries 1.2684; number 2, O, carries -0.3960

The following is a quantum chemistry calculation of an isolated molecule of C7H14N2O5, from the Open Molecules 2025 dataset.

```
! RIJCOSX wB97M-V def2-TZVPD def2/J DEFGRID3
* xyz 0 1
O 2.06 -1.61 -1.87
O -1.72 -2.54 0.46
O -3.25 -0.90 0.51
O -0.22 1.62 -0.89
O 0.82 0.74 2.23
N 2.61 0.78 -0.05
N -0.02 -1.18 -0.81
C -2.40 1.74 -0.43
C 2.13 -0.54 0.30
C -1.36 0.75 -0.93
C 1.43 -1.12 -0.83
C -2.14 -1.29 0.37
C 1.40 -0.50 1.76
C -1.00 -0.37 -0.07
H -3.45 1.45 -0.55
H -2.21 2.02 0.61
H 0.06 1.59 -1.84
H -1.57 0.50 -2.02
H 0.61 -1.35 1.76
H 3.15 -1.05 0.45
H -0.32 -1.60 -1.64
H -0.60 -0.07 0.93
H 3.59 0.83 -0.53
H 1.83 1.16 -0.57
H -2.34 2.74 -1.03
H -0.84 -2.46 0.11
H 1.54 1.39 2.14
H 2.23 -0.73 2.43
*
```

Computed properties:
- Kohn-Sham gap (hartree) = 0.3748
- relative energy (zero: lowest compared OMol25 entry of this formula, charge and spin) (eV) = 2.759
- HOMO level (hartree) = -0.3603

These are the natural (NBO) partial charges, in e, on atoms 1 to 2: number 1, O, carries -0.6067; number 2, O, carries -0.6539

The following is a quantum chemistry calculation of C7H14N2ORb as an isolated structure, from the Open Molecules 2025 dataset.

```
! RIJCOSX wB97M-V def2-TZVPD def2/J DEFGRID3
* xyz 2 2
Rb 0.80 1.00 2.19
O 2.14 -0.59 0.27
N -1.61 2.71 2.60
N 3.58 -1.95 -0.92
C 3.76 -2.59 -2.21
C 3.94 -2.70 0.32
C -4.19 1.64 0.46
C 2.72 -0.89 -0.79
C -3.27 2.15 -0.70
C -2.67 2.56 2.23
C -4.02 2.28 1.83
H 4.14 -2.20 1.26
H -3.97 0.58 0.57
H 3.06 -3.43 -2.26
H -5.24 1.60 0.15
H 3.37 -1.94 -3.00
H 3.28 -3.54 0.53
H -3.38 1.56 -1.61
H 4.75 -2.92 -2.52
H -4.38 1.66 2.66
H -4.50 3.25 1.91
H 2.47 -0.35 -1.72
H -3.50 3.19 -0.92
H 4.94 -3.12 0.17
H -2.21 2.05 -0.50
*
```

Computed properties:
- Kohn-Sham gap (alpha / beta) (hartree) = 0.3248 / 0.1520
- HOMO level (alpha / beta) (hartree) = -0.6027 / -0.6027

These are the natural (NBO) partial charges, in e, on atoms 1 to 2: number 1, Rb, carries 0.9912; number 2, O, carries -0.4331